1.
A structure of composition C24H50BeClF3KLi2NO12S3 in a non-equilibrium geometry, computed with the ωB97M-V functional and the def2-TZVPD basis.

- charge = 0
- gap between HOMO and LUMO (eV) = 1.80
- 2S+1 = 1
- relative energy (zero: lowest compared OMol25 entry of this formula, charge and spin) (kcal/mol) = 0.0
- LUMO energy (eV) = -3.7

Element x y z (Å)
C  -1.8294  4.3214  2.6952
C  -0.6438  3.5278  3.2542
C  -1.0134  2.1123  3.6977
C  -1.2301  1.1394  2.5431
C  -0.0023  0.2977  2.1864
C  -0.3175  -0.4826  0.9169
C  0.6462  -1.6863  0.6829
C  0.1054  -2.7472  -0.3297
C  1.1643  -3.2343  -1.3029
C  0.8443  -2.9551  -2.7827
C  0.2423  -4.1615  -3.5464
C  -0.6651  -4.9784  -2.6414
C  -1.4154  -6.1080  -3.3247
O  -1.6662  -5.8860  -4.7492
S  -2.0231  -4.3780  -5.0239
O  -2.4405  -4.2230  -6.3738
O  -3.0254  -3.8910  -4.1138
C  -0.4781  -3.5514  -4.7850
H  -2.8556  3.9058  3.0702
H  -1.8456  4.2996  1.5888
H  -1.7691  5.3691  2.9596
H  -0.2777  4.0520  4.1337
H  0.1797  3.4976  2.5338
H  -1.9464  2.1803  4.2490
H  -0.2825  1.7416  4.4133
H  -1.5795  1.6496  1.6388
H  -2.0156  0.4375  2.8401
H  0.2517  -0.3549  3.0135
H  0.8430  0.9817  2.0431
H  -1.3231  -0.8948  1.0713
H  -0.2705  0.2065  0.0708
H  0.8348  -2.1398  1.6540
H  1.5841  -1.2589  0.3137
H  -0.7267  -2.2306  -0.8358
H  -0.2751  -3.5895  0.2524
H  2.0531  -2.6920  -1.0194
H  1.4059  -4.2922  -1.0865
H  1.6638  -2.5172  -3.3515
H  0.0568  -2.1975  -2.7656
H  1.0892  -4.7735  -3.8542
H  -1.3255  -4.3412  -2.0683
H  -0.0085  -5.4378  -1.8993
H  -0.9415  -7.0765  -3.2099
H  -2.3896  -6.1970  -2.8479
H  0.0960  -3.7685  -5.6828
H  -0.6109  -2.4791  -4.7060
C  3.2508  7.9797  0.4913
C  2.5140  8.0301  1.8267
C  2.6261  6.7264  2.6379
O  1.8061  5.6843  2.1807
C  2.3186  4.9227  1.1130
N  1.1475  8.4247  1.5643
H  2.7395  7.3878  -0.2636
H  3.3611  8.9886  0.0837
H  4.2573  7.5496  0.6353
H  2.9804  8.8202  2.4297
H  2.2910  6.9387  3.6543
H  3.6767  6.3831  2.7142
H  3.4090  4.8096  1.1814
H  2.0478  5.3600  0.1464
H  1.8644  3.9338  1.1665
H  0.6582  8.5537  2.4531
H  0.6670  7.6268  1.1539
C  1.5428  -10.0252  -7.2132
S  1.5899  -8.6150  -6.1010
O  1.8603  -9.1352  -4.7370
C  -0.1640  -8.2423  -6.1837
H  2.5460  -10.4413  -7.2726
H  0.8560  -10.7758  -6.8224
H  1.2247  -9.6958  -8.2024
H  -0.7438  -9.1083  -5.8628
H  -0.4314  -7.9666  -7.2041
H  -0.3608  -7.4063  -5.5209
Li  3.4332  -3.6947  -0.5364
C  -3.1911  10.4777  3.1648
F  -2.2866  11.3531  2.6560
F  -3.4786  10.9015  4.4053
F  -4.3093  10.6184  2.4402
S  -2.5609  8.7473  3.1477
O  -1.3559  8.8050  3.9590
O  -2.3000  8.4818  1.7462
O  -3.6322  7.9744  3.7131
C  -1.3931  -1.3420  4.8671
O  -0.6410  -1.9384  4.0723
O  -1.0008  -0.4332  5.6637
O  -2.6438  -1.5430  4.9517
Be  -3.7967  13.2391  3.1582
C  0.4210  -7.4569  1.1813
C  0.4295  -5.9669  0.8154
O  1.6634  -5.5615  0.3482
H  1.1317  -7.6643  1.9812
H  -0.5731  -7.7647  1.5317
H  0.6730  -8.0752  0.3173
H  0.0340  -5.4368  1.7119
H  -0.4116  -5.8449  0.0783
K  -2.7164  -2.3756  -0.6495
Li  5.9911  8.1401  0.8424
Cl  -2.8881  4.4551  4.8623


2.
A cluster of 2 separate species, H3N4O2 in total in a non-equilibrium geometry, computed with the ωB97M-V functional and the def2-TZVPD basis.

- charge = -1
- gap between HOMO and LUMO (eV) = 8.45
- 2S+1 = 1
- relative energy (zero: lowest compared OMol25 entry of this formula, charge and spin) (kcal/mol) = 20.2
- LUMO energy (eV) = 4.6

Element x y z (Å)
N  1.9538  -1.1457  -0.1588
N  -2.5818  -0.5506  0.0082
N  -1.6268  -0.3807  0.6791
N  0.9948  -0.4824  0.2735
O  1.1956  0.9592  0.6560
O  3.1529  -0.7014  -0.0891
H  -1.0798  0.5320  0.9090
H  -1.1663  -1.2204  1.1453
H  2.0905  1.1737  0.3247


3.
A cluster of 2 separate species, CH6N2PS in total in a non-equilibrium geometry, computed with the ωB97M-V functional and the def2-TZVPD basis.

- charge = +1
- gap between HOMO and LUMO (eV) = 9.48
- 2S+1 = 1
- relative energy (zero: lowest compared OMol25 entry of this formula, charge and spin) (kcal/mol) = 31.1
- LUMO energy (eV) = -4.5

Element x y z (Å)
C  0.8036  0.1764  0.3809
N  0.0494  0.6785  1.3420
N  -0.4083  0.1491  -1.2332
P  1.9674  -1.2132  0.0063
S  2.2730  0.9667  -0.2720
H  -0.6635  -0.0015  1.6028
H  -0.2136  1.6319  1.0390
H  -0.7929  1.1208  -1.4706
H  -1.1294  -0.6382  -1.2004
H  0.2359  -0.1204  -2.0114
H  2.5387  -1.2539  1.4181


4.
A cluster of 3 separate species, C6H8ClNO3S in total in a non-equilibrium geometry, computed with the ωB97M-V functional and the def2-TZVPD basis.

- charge = 0
- gap between HOMO and LUMO (spin up / spin down) (eV) = 7.67 / 5.44
- expectation value of S² = 2.016
- 2S+1 = 3
- relative energy (zero: lowest compared OMol25 entry of this formula, charge and spin) (kcal/mol) = 23.5
- LUMO energy (spin up / spin down) (eV) = 0.7 / -4.7

Element x y z (Å)
C  -2.1990  2.8717  -1.1039
C  -2.8311  2.5013  -0.1343
C  -2.1625  -0.4840  -0.5647
C  0.5922  1.0607  0.4522
C  0.9910  -1.1853  -0.6285
C  0.1018  -0.4465  0.4345
N  -1.2930  -0.4327  0.2355
O  -3.2432  -0.4996  -1.0081
O  -4.5676  -1.9742  1.0805
O  -2.6663  -3.0619  0.0918
S  -3.9850  -2.5192  -0.1156
Cl  -3.6623  1.8796  1.1289
H  -1.4573  3.4828  -1.4914
H  0.7348  1.3116  -0.5308
H  -0.1070  1.8154  0.7321
H  1.5348  1.1726  0.9205
H  0.6608  -0.8664  -1.5538
H  0.9391  -2.3039  -0.6198
H  2.0105  -0.7326  -0.6398
H  0.3125  -0.8761  1.4806


5.
An isolated molecule of C10H21NO in a non-equilibrium geometry, computed with the ωB97M-V functional and the def2-TZVPD basis.

- charge = 0
- gap between HOMO and LUMO (eV) = 9.89
- 2S+1 = 1
- relative energy (zero: lowest compared OMol25 entry of this formula, charge and spin) (kcal/mol) = 96.2
- LUMO energy (eV) = 0.9

Element x y z (Å)
N  -1.6041  2.0481  -1.4840
C  -1.7964  2.3611  -0.0823
C  -0.8958  1.8864  1.1135
O  -1.7910  1.9082  2.2725
C  -0.2842  0.5476  1.1604
C  -0.8504  -0.5578  0.2626
C  -0.3888  -0.4744  -1.2423
C  0.2095  -1.7578  -1.8749
C  1.1715  -2.5233  -0.8657
C  2.1770  -1.6597  0.0230
C  1.9762  -0.9174  1.3480
C  1.2753  0.5429  0.9639
H  -2.2915  2.6059  -2.1099
H  -0.7272  2.0907  -1.8573
H  -2.0875  3.4277  0.0506
H  -2.7012  1.8763  0.1176
H  -0.1037  2.6732  1.3235
H  -2.5708  2.0891  1.8094
H  -0.4461  0.2489  2.2046
H  -0.5716  -1.5893  0.7524
H  -1.9728  -0.6101  0.4998
H  -1.3188  -0.2476  -1.7490
H  0.3764  0.2896  -1.4039
H  0.5580  -1.6421  -2.9482
H  -0.5074  -2.5993  -1.9530
H  1.5413  -3.4529  -1.3190
H  0.4020  -2.9641  -0.1479
H  2.4918  -0.9643  -0.6955
H  2.8485  -2.3772  0.3475
H  1.4206  -1.4805  2.1523
H  2.8804  -0.6602  1.7906
H  1.8416  1.2596  1.5940
H  1.7392  0.6224  -0.0532


Copy entry 4 word for word.
A cluster of 3 separate species, C6H8ClNO3S in total in a non-equilibrium geometry, computed with the ωB97M-V functional and the def2-TZVPD basis.

- charge = 0
- gap between HOMO and LUMO (spin up / spin down) (eV) = 7.67 / 5.44
- expectation value of S² = 2.016
- 2S+1 = 3
- relative energy (zero: lowest compared OMol25 entry of this formula, charge and spin) (kcal/mol) = 23.5
- LUMO energy (spin up / spin down) (eV) = 0.7 / -4.7

Element x y z (Å)
C  -2.1990  2.8717  -1.1039
C  -2.8311  2.5013  -0.1343
C  -2.1625  -0.4840  -0.5647
C  0.5922  1.0607  0.4522
C  0.9910  -1.1853  -0.6285
C  0.1018  -0.4465  0.4345
N  -1.2930  -0.4327  0.2355
O  -3.2432  -0.4996  -1.0081
O  -4.5676  -1.9742  1.0805
O  -2.6663  -3.0619  0.0918
S  -3.9850  -2.5192  -0.1156
Cl  -3.6623  1.8796  1.1289
H  -1.4573  3.4828  -1.4914
H  0.7348  1.3116  -0.5308
H  -0.1070  1.8154  0.7321
H  1.5348  1.1726  0.9205
H  0.6608  -0.8664  -1.5538
H  0.9391  -2.3039  -0.6198
H  2.0105  -0.7326  -0.6398
H  0.3125  -0.8761  1.4806